{"formula": "C21H17BrMoN2O6", "method": "the ωB97M-V functional and the def2-TZVPD basis", "elements": ["Mo", "O", "C", "O", "C", "C", "C", "C", "C", "O", "C", "C", "O", "O", "H", "H", "H", "H", "H", "H", "H", "H", "Br", "C", "C", "C", "C", "C", "C", "N", "C", "C", "C", "C", "C", "C", "N", "H", "H", "H", "H", "H", "H", "H", "H", "H", "O", "C"], "positions_angstrom": [[-1.176584, -0.925621, -0.635624], [0.821819, 3.521846, 0.311586], [0.127777, 2.469945, 0.170988], [-0.189918, 1.852604, -2.236922], [-0.657479, 2.008814, 1.366979], [-0.222394, 0.631758, 1.959566], [-0.594103, 0.581295, 3.432935], [-2.140123, 0.462184, 3.379730], [-2.419267, 0.404425, 1.885284], [-1.211637, -0.301397, 1.369042], [-2.219608, 1.826549, 1.261769], [-2.841223, 2.023813, -0.068225], [-3.517988, 2.549306, -0.777227], [-2.051391, 0.395580, -1.076312], [-0.460054, 2.777469, 2.118301], [0.778101, 0.300588, 1.699843], [-0.142645, -0.289644, 3.903468], [-0.243648, 1.462132, 3.968815], [-2.488607, -0.454223, 3.851236], [-2.661637, 1.291046, 3.858140], [-3.316105, -0.127552, 1.581289], [-2.743176, 2.585344, 1.856089], [3.759708, 5.051189, -1.135069], [2.934535, 3.424932, -0.928846], [1.461107, 3.402871, -1.075409], [0.694180, 2.040015, -1.194564], [1.562154, 0.849016, -0.900076], [2.867966, 1.015765, -0.592456], [3.570345, 2.274263, -0.635353], [0.927427, -0.447863, -0.970664], [1.642611, -1.450345, -1.371422], [1.081536, -2.785670, -1.486656], [1.845305, -3.847915, -1.905000], [1.260463, -5.123355, -1.968127], [-0.058419, -5.262841, -1.592618], [-0.777622, -4.137263, -1.192199], [-0.236822, -2.913495, -1.139210], [1.040516, 4.211784, -1.670959], [0.047880, 2.369943, -3.022916], [3.463283, 0.152365, -0.312451], [4.640774, 2.268065, -0.471996], [2.671750, -1.298100, -1.684978], [2.883520, -3.701900, -2.176968], [1.838001, -5.977765, -2.299681], [-0.551629, -6.226324, -1.609300], [-1.814832, -4.249110, -0.907371], [-4.088658, -2.593333, -0.466964], [-3.095212, -2.091184, -0.469485]], "forces_ev_per_angstrom": [[0.08, -1.71, 0.71], [0.02, 0.02, 0.00], [0.14, -0.01, 0.01], [-0.06, 0.10, 0.08], [-0.02, -0.01, -0.04], [0.03, -0.11, 0.02], [0.04, 0.00, 0.04], [-0.05, 0.05, 0.02], [0.09, -0.14, -0.10], [-0.09, 0.46, -0.08], [0.27, -0.42, -0.07], [-0.22, 0.81, 1.05], [-0.15, -0.06, -0.60], [-0.22, 0.30, -0.95], [-0.05, 0.05, -0.03], [0.01, 0.04, -0.01], [-0.01, -0.01, -0.01], [0.00, -0.01, 0.01], [-0.01, 0.00, 0.00], [0.00, 0.00, 0.00], [-0.02, 0.04, -0.03], [-0.03, 0.00, 0.00], [0.05, 0.13, -0.01], [-0.06, -0.03, 0.03], [-0.01, -0.03, 0.03], [-0.15, -0.08, -0.19], [-0.04, -0.11, 0.22], [0.09, -0.02, 0.11], [-0.02, -0.08, -0.01], [0.20, 0.22, 0.06], [-0.12, 0.00, -0.34], [0.02, 0.13, 0.17], [0.07, -0.11, -0.03], [0.03, 0.06, -0.01], [-0.01, -0.02, 0.02], [-0.02, -0.02, -0.07], [-0.13, 0.50, -0.19], [0.01, -0.01, -0.04], [0.01, -0.04, -0.01], [0.01, 0.02, 0.00], [0.00, -0.01, 0.00], [0.01, -0.05, 0.02], [0.00, -0.01, 0.01], [0.01, 0.01, 0.00], [0.00, 0.00, 0.00], [-0.02, 0.02, -0.04], [0.01, -0.04, -0.04], [0.29, 0.19, 0.27]], "homo_ev": -20.3, "e_tot_ha": -4011.89963, "relative_energy_kcal_mol": 0.0, "gap_ev": 6.0, "total_charge": 4, "lumo_energy_ev": -14.2192}